A single C3H2BrClFNO molecule in a non-equilibrium geometry, computed with the ωB97M-V functional and the def2-TZVPD basis.

Properties
HOMO-LUMO gap (alpha / beta) in eV: 7.58 / 7.77
Total energy in hartree: -3379.4482
Energy relative to the best compared isomer or geometry (same formula, charge and spin) in kcal/mol: 2.5
F_max in eV/Å: 1.96

ORCA input file:
```
! wB97M-V def2-TZVPD RIJCOSX def2/J DEFGRID3
* xyz 0 1
C 0.466 -0.373 -0.112
C -1.278 -1.078 -1.629
C 0.447 1.335 1.542
N -0.048 0.575 0.657
O -0.117 -1.036 -1.055
F -0.380 2.168 2.163
Cl 2.131 -0.942 0.067
Br 2.228 1.558 2.145
H -1.361 -1.777 -2.439
H -2.089 -0.430 -1.338
*
```